Below is an isolated molecule of C6H15N at a distorted geometry, with properties calculated with ωB97M-V/def2-TZVPD.

Structure (SMILES): CCCNCCC
HOMO-LUMO gap in eV: 9.70
M in u: 101.19
Relative energy (zero: lowest compared OMol25 entry of this formula, charge and spin) in kcal per mole: 21.6
Total energy in eV: -7954.8281

```
! RIJCOSX wB97M-V def2-TZVPD def2/J DEFGRID3
* xyz 0 1
C 0.63842 2.03659 -2.26756
C -0.60887 1.16576 -2.00939
C -0.20549 -0.25975 -1.65118
N 0.45723 -0.45103 -0.38651
C -0.43063 -0.73273 0.76744
C 0.45030 -0.72970 2.03033
C -0.14266 -1.52692 3.15997
H 1.03644 1.67668 -3.21440
H 0.50833 3.11276 -2.30281
H 1.40543 1.77631 -1.54555
H -1.19628 1.60547 -1.19613
H -1.24936 1.20058 -2.89562
H 0.40031 -0.62813 -2.50127
H -1.03369 -0.95876 -1.73770
H 1.06536 0.33289 -0.18356
H -0.84571 -1.70600 0.53711
H -1.15435 0.08667 0.82262
H 1.48830 -0.98703 1.83363
H 0.46335 0.33606 2.27111
H -0.13460 -2.61637 3.04671
H -1.22736 -1.39986 3.30458
H 0.31554 -1.33348 4.11816
*
```

Which charges does Löwdin predict for the atoms? In e, they are:
1 C -0.1057
2 C -0.2489
3 C -0.2797
4 N -0.0914
5 C -0.2266
6 C -0.2559
7 C -0.1303
8 H 0.0691
9 H 0.0671
10 H 0.0537
11 H 0.0958
12 H 0.1018
13 H 0.1123
14 H 0.1087
15 H 0.0852
16 H 0.1127
17 H 0.1123
18 H 0.1064
19 H 0.1038
20 H 0.0724
21 H 0.0763
22 H 0.0610